Record 1
9
Properties=species:S:1:pos:R:3:forces:R:3 method="wB97M-V/def2-TZVPD" spin_multiplicity=1 energy_ha=-551.79497 homo_lumo_gap_ha=0.3745 e_lumo_ev=0.2 homo_energy_ev=-10.0
N 0.355461 1.381655 0.754360 -1.505 0.114 0.385
Si -0.492950 -0.065653 0.418356 0.667 -2.644 -0.860
N 0.480118 -1.121307 -0.916308 -0.613 2.534 0.673
O 1.678048 -1.213675 -1.008888 0.830 -0.294 0.346
O -0.298556 -1.482482 -1.762516 -0.833 -1.129 -1.087
H 1.020852 1.892709 0.194228 0.070 -0.458 -0.197
H -0.359574 2.038412 1.080840 0.558 0.145 0.056
H -1.909588 -0.179027 -0.085776 0.646 0.935 0.075
H -0.473810 -1.250632 1.325705 0.180 0.798 0.609

=====

Record 2
7
Properties=species:S:1:pos:R:3:forces:R:3 method="wB97M-V/def2-TZVPD" spin_multiplicity=1 energy_ha=-401.26021 homo_lumo_gap_ha="0.3376 / 0.3374" e_lumo_ev="-0.7 / -0.7" homo_energy_ev="-9.9 / -9.9"
N 0.253013 1.015714 0.430869 1.144 -1.101 -1.121
N 0.951393 -0.678889 -0.596043 -2.275 1.383 2.210
Si -0.714441 -0.271056 -0.214323 4.579 0.971 0.589
H 0.553776 0.975310 1.410016 0.236 -0.571 -0.386
H 1.810061 -0.405482 -1.050607 -0.521 0.579 -0.419
H -1.134061 -1.045998 0.837365 -1.013 -1.987 1.245
H -1.719740 0.410401 -0.817277 -2.150 0.726 -2.118